[1]
Molecular formula: C4H18O5
Method: DFT, ωB97M-V/def2-TZVPD

```
27
C4H18O5 | the OMol25 dataset | ωB97M-V/def2-TZVPD
O 0.78 1.94 -2.09
O -0.73 0.24 3.44
H -0.99 -0.15 -3.67
H 2.11 2.47 0.68
H -0.14 -2.09 1.56
O -2.53 0.73 -0.44
H -0.45 0.37 -2.39
H 1.73 -2.97 0.18
H -0.10 0.55 1.18
O 2.71 2.50 -0.07
C 0.08 -1.66 0.50
C -2.03 -0.36 0.35
H -0.25 0.14 -0.65
H -2.25 -1.27 -0.16
C -0.44 -0.21 0.42
O -1.17 -0.27 -2.73
H 2.34 -1.33 0.78
H -0.53 -0.17 4.37
H -2.38 0.64 -1.36
H 3.50 2.36 0.40
H -2.51 -0.31 1.38
H 1.60 2.18 -1.74
H -0.67 -2.32 -0.14
H 0.30 2.78 -2.19
C 1.49 -1.85 0.16
H 1.81 -1.56 -0.89
H -1.31 -0.37 3.11
```

Output
Relative energy (zero: lowest compared OMol25 entry of this formula, charge and spin), kcal per mole: 29.6
HOMO-LUMO gap, hartree: 0.360
Structure (SMILES): CCCCO.O.O.O.O
LUMO level, Ha: 0.017

***

[2]
Molecular formula: C11H18N3
Method: DFT, ωB97M-V/def2-TZVPD

```
32
C11H18N3 | the OMol25 dataset | ωB97M-V/def2-TZVPD
N -2.85 1.22 -0.60
H -2.83 1.94 1.38
H -1.51 -0.38 1.97
C -0.12 -2.34 -0.28
H 1.12 -1.65 -1.86
H -0.01 1.61 -1.71
C -1.96 -0.81 -0.10
H 2.20 -2.27 0.61
H 2.81 2.51 0.79
N 0.72 -1.21 -1.01
C 0.90 1.76 -1.08
H -0.22 2.91 0.50
H 0.23 -3.21 -0.89
H 1.79 1.92 -1.75
C 2.17 -1.23 1.09
C -1.59 -2.25 -0.19
H -2.77 -0.23 -2.12
C 1.55 -0.45 -0.05
C -2.49 0.01 -1.09
H 1.40 1.78 1.93
C 0.76 2.80 0.01
C -2.57 1.21 0.66
H 1.54 -1.11 2.00
H 3.16 -0.74 1.25
H 0.36 -2.50 0.72
C 1.76 2.04 0.88
H -2.17 -2.65 -1.09
H -1.92 -2.90 0.62
C 1.48 0.86 -0.09
N -1.91 0.01 1.00
H 1.13 3.89 -0.07
H -0.15 -0.55 -1.41
```

Output
Relative energy (zero: lowest compared OMol25 entry of this formula, charge and spin), kcal per mole: 77.2
Charge: +1
HOMO-LUMO gap, hartree: 0.348
Structure (SMILES): CC([NH2+]CCc1cnc[nH]1)=C1CCC1
LUMO level, Ha: -0.108

***

[3]
Molecular formula: C7H10
Method: DFT, ωB97M-V/def2-TZVPD

```
17
C7H10 | the OMol25 dataset | ωB97M-V/def2-TZVPD
H -1.09 1.16 1.00
H -0.46 -1.02 -0.58
H -2.34 1.33 -0.26
H -0.66 1.31 -0.79
C -1.34 0.92 0.04
H 3.30 -0.52 0.45
H 0.42 0.07 1.10
C -2.20 -1.24 0.48
H 1.65 -0.72 2.13
C -1.29 -0.54 -0.14
C 2.29 -0.16 0.22
H 1.89 1.51 -2.97
C 1.36 -0.27 1.17
H -3.21 -0.84 0.87
C 1.85 0.88 -2.14
H -2.31 -2.28 0.48
C 2.14 0.40 -1.06
```

Output
Relative energy (zero: lowest compared OMol25 entry of this formula, charge and spin), kcal per mole: 102.6
HOMO-LUMO gap, hartree: 0.366
Structure (SMILES): C#CC=C.C=CC
LUMO level, Ha: 0.026

***

[4]
Molecular formula: C7H28N2O8
Method: DFT, ωB97M-V/def2-TZVPD

```
45
C7H28N2O8 | the OMol25 dataset | ωB97M-V/def2-TZVPD
H 2.42 -1.67 0.95
H 0.49 -0.41 3.34
N 0.95 -1.08 3.94
H 1.56 0.85 -0.05
H 2.43 -2.42 -0.55
H -1.17 3.09 3.28
H -1.19 1.66 -1.96
O -1.25 2.38 1.60
H -2.71 -3.22 -2.53
H 1.08 -1.91 3.37
O -0.14 0.58 1.90
H 4.75 -1.37 -1.25
C 2.99 -0.30 -0.73
H 1.14 -1.38 -0.36
H 4.80 -0.43 0.35
H -1.65 2.05 5.81
H -0.17 1.71 4.81
H -2.56 1.21 -2.42
H 4.98 0.34 -1.28
C -2.16 -2.98 -3.44
H -1.76 1.30 4.13
H -0.43 -0.20 -2.33
H -1.27 -1.17 -4.38
H 0.30 -1.78 -2.50
C -1.70 -1.52 -3.43
C 4.51 -0.45 -0.71
H -1.01 -1.43 -1.34
H -2.25 3.24 -1.31
H -3.42 -0.97 -3.91
O -1.97 1.97 -2.42
C 2.20 -1.46 -0.10
C -1.23 1.97 4.81
H 0.49 -1.17 4.83
H -2.78 -3.23 -4.29
O -2.85 -0.65 -3.21
O -0.17 1.58 0.02
O -1.25 3.27 4.22
C -0.65 -1.27 -2.36
H -2.04 3.61 0.14
N -0.55 1.50 1.16
H -1.30 -3.64 -3.50
H 1.85 -0.66 4.13
O -2.50 3.88 -0.65
H 2.65 -0.24 -1.76
O 2.52 0.81 -0.03
```

Output
Charge: -1
HOMO-LUMO gap (alpha / beta), hartree: 0.127 / 0.334
Spin multiplicity: 2
LUMO level (alpha / beta), Ha: 0.090 / 0.090

***

[5]
Molecular formula: C4H20NO8
Method: DFT, ωB97M-V/def2-TZVPD

```
33
C4H20NO8 | the OMol25 dataset | ωB97M-V/def2-TZVPD
N 1.11 1.82 0.64
H -3.28 1.61 1.39
O -3.22 0.96 0.69
H -0.48 0.47 0.30
C 2.84 -0.66 -1.62
H 2.73 -1.55 -0.98
C 2.25 1.02 0.13
H -1.00 2.05 -1.16
H -0.71 1.70 1.63
H -1.19 -0.72 2.15
O 1.32 -1.95 1.05
H -1.87 -1.74 1.20
O -1.08 -2.50 -0.14
C -0.02 0.99 1.16
C 2.00 0.55 -1.31
O -1.86 1.75 -1.52
H -2.84 0.13 1.12
H 1.38 -2.55 1.77
H -2.38 1.51 -0.72
H 2.10 1.36 -2.02
O -1.40 -0.81 -2.34
H 0.92 0.23 -1.45
H 0.95 -1.03 1.51
H -0.18 -2.38 0.23
H -1.56 0.11 -2.04
O 0.32 0.06 2.09
O 3.67 -0.65 -2.51
H 1.44 2.42 1.37
H -2.27 -1.05 -2.67
O -2.11 -1.11 1.93
H 2.48 0.20 0.79
H -1.18 -1.90 -0.88
H 3.13 1.67 0.18
```

Output
Relative energy (zero: lowest compared OMol25 entry of this formula, charge and spin), kcal per mole: 21.5
Charge: -1
HOMO-LUMO gap, hartree: 0.315
LUMO level, Ha: 0.122

***

[6]
Molecular formula: C3H4OSi
Method: DFT, ωB97M-V/def2-TZVPD

```
9
C3H4OSi | the OMol25 dataset | ωB97M-V/def2-TZVPD
O -2.14 -0.83 -3.60
H -1.89 -0.04 -1.08
C 0.22 -0.14 -0.28
H 1.99 -1.32 1.76
Si 1.96 -0.47 0.48
C -0.82 -0.03 -0.86
H 2.27 0.76 1.06
H 3.03 -0.95 -0.39
C -1.24 -0.93 -2.90
```

Output
Relative energy (zero: lowest compared OMol25 entry of this formula, charge and spin), kcal per mole: 39.3
HOMO-LUMO gap, hartree: 0.392
LUMO level, Ha: 0.024

***

[7]
Molecular formula: C6H11O3PS2
Method: DFT, ωB97M-V/def2-TZVPD

```
23
C6H11O3PS2 | the OMol25 dataset | ωB97M-V/def2-TZVPD
H -1.86 -1.69 -2.06
H -2.14 -0.52 -0.81
H -0.58 -0.42 2.75
P 0.08 -3.29 -1.06
H 1.71 3.08 -0.79
O -0.96 -3.17 0.10
S 0.83 -0.72 0.11
O 1.49 -3.61 -0.61
C 0.90 1.93 0.76
C 0.82 2.54 -0.58
H 1.85 1.59 0.80
C -0.05 -1.45 -1.09
H 0.59 2.62 1.50
H 0.89 0.19 2.91
O -0.44 -3.93 -2.31
C -1.35 -0.98 -1.57
S 1.09 1.34 -1.95
H -0.27 1.38 3.00
H -1.08 0.96 0.60
H -0.21 3.03 -0.76
H -1.23 -0.15 -2.26
C -0.01 0.80 0.92
C -0.08 0.46 2.41
```

Output
Relative energy (zero: lowest compared OMol25 entry of this formula, charge and spin), kcal per mole: 61.0
Charge: -2
HOMO-LUMO gap, hartree: 0.196
LUMO level, Ha: 0.203

***

[8]
Molecular formula: C33H41BCeF4N5P2
Method: DFT, ωB97M-V/def2-TZVPD

```
87
C33H41BCeF4N5P2 | the OMol25 dataset | ωB97M-V/def2-TZVPD
C 1.53 -1.37 -4.08
C -6.30 1.79 0.59
C 2.80 -1.11 -4.59
H 0.26 -2.55 3.65
H -8.40 1.57 0.74
H -3.62 2.70 -1.93
H -0.52 0.56 -2.44
H -0.40 3.58 -3.43
H 6.18 -1.21 -0.13
C -5.02 -0.29 0.48
F 1.39 3.45 0.27
H 6.72 -3.42 0.80
C 3.00 -0.98 -6.03
C -1.42 1.15 -2.64
C 4.87 -0.68 1.48
H -1.42 3.57 1.84
N -3.84 -0.96 0.44
H 4.53 -1.01 -1.69
H 4.22 -2.61 4.18
H -8.35 -0.91 0.71
H 4.86 -0.79 -4.11
C 5.74 -1.52 0.81
N -3.91 1.84 0.36
B 2.73 3.44 -0.20
N 3.17 -0.87 -7.16
C 4.32 -1.07 2.70
C 3.87 -0.98 -3.72
H 0.96 -1.35 2.59
C -1.61 -0.57 3.16
C 3.68 -1.10 -2.36
H 3.64 -0.41 3.23
C -2.74 -0.26 0.37
H 1.39 -2.08 -0.08
H -3.14 -2.71 2.13
C -7.42 -0.36 0.64
H 4.60 1.34 1.55
C 1.35 -1.48 -2.71
H 5.74 -4.14 2.96
C 6.05 -2.77 1.34
H -6.29 2.87 0.59
H 0.71 2.77 -2.32
C 4.65 -2.31 3.23
H -0.62 -3.33 -0.35
C 0.24 -2.17 2.63
P -1.12 -1.13 0.51
C 5.50 -3.17 2.55
H 0.61 -2.97 1.97
H -1.78 -3.82 1.99
H -2.58 4.05 0.58
C -1.19 -1.74 2.27
N 4.46 0.57 0.91
C -2.72 3.24 -2.23
C -1.43 2.49 -1.90
C -2.13 -2.92 2.49
H -6.18 -2.10 0.54
C -1.43 -2.61 -0.50
H 0.69 -1.48 -4.75
C -0.23 3.33 -2.38
N 1.41 1.43 4.14
H -2.76 3.38 -3.32
F 3.52 3.14 0.89
C -6.24 -1.02 0.55
H -0.12 4.26 -1.82
H 4.97 0.80 0.06
H -2.29 0.54 -2.38
F 3.07 4.50 -0.94
H -1.47 -0.85 4.21
H -2.18 -3.13 3.56
H -1.45 -2.34 -1.56
H -1.45 1.33 -3.71
C 2.21 -1.41 -0.35
C -1.56 3.71 0.77
H -2.76 4.23 -1.77
H 3.11 -1.75 0.17
C -5.05 1.11 0.48
C 1.52 1.24 3.00
H -0.84 4.45 0.43
H -1.03 0.33 3.01
H 0.36 -1.69 -2.33
H -2.38 -3.06 -0.24
P -1.22 2.14 -0.08
Ce 1.70 0.94 0.56
C 2.41 -1.35 -1.80
C -7.45 1.07 0.66
F 2.75 2.18 -1.03
C -2.78 1.18 0.27
H -2.67 -0.33 3.03
```

Output
Relative energy (zero: lowest compared OMol25 entry of this formula, charge and spin), kcal per mole: 0.0
HOMO-LUMO gap (alpha / beta), hartree: 0.241 / 0.240
Spin multiplicity: 2
LUMO level (alpha / beta), Ha: -0.038 / -0.038